{"formula": "C42H62N4O26S3", "method": "wB97M-V/def2-TZVPD", "species": ["C", "O", "C", "O", "O", "C", "H", "H", "H", "H", "H", "H", "C", "O", "C", "O", "O", "C", "H", "H", "H", "H", "H", "H", "C", "O", "C", "O", "O", "C", "H", "H", "H", "H", "H", "H", "C", "C", "C", "C", "C", "C", "N", "O", "O", "H", "H", "H", "H", "H", "C", "C", "C", "C", "C", "C", "N", "O", "O", "H", "H", "H", "H", "H", "C", "C", "C", "C", "C", "C", "N", "O", "O", "H", "H", "H", "H", "H", "C", "C", "C", "C", "C", "C", "N", "O", "O", "H", "H", "H", "H", "H", "O", "S", "O", "O", "C", "C", "C", "H", "H", "H", "H", "H", "H", "H", "H", "O", "S", "O", "O", "C", "C", "C", "H", "H", "H", "H", "H", "H", "H", "H", "O", "S", "O", "O", "C", "C", "C", "H", "H", "H", "H", "H", "H", "H", "H"], "coordinates": [[5.757, -3.624, -2.717], [4.376, -3.548, -3.048], [3.697, -2.440, -2.820], [4.132, -1.378, -2.371], [2.324, -2.689, -3.085], [1.330, -1.714, -2.765], [5.936, -3.528, -1.646], [6.266, -2.736, -3.095], [6.248, -4.510, -3.119], [1.580, -1.004, -1.976], [0.476, -2.323, -2.470], [0.969, -1.178, -3.642], [-2.108, -1.920, -0.889], [-1.634, -0.628, -0.588], [-0.744, -0.551, 0.407], [-0.324, -1.534, 1.077], [-0.180, 0.675, 0.338], [0.786, 1.076, 1.225], [-1.385, -2.690, -1.157], [-2.751, -1.876, -1.769], [-2.668, -2.330, -0.049], [0.437, 0.864, 2.235], [1.029, 2.117, 1.009], [1.666, 0.443, 1.109], [0.838, 4.098, -1.373], [0.616, 2.772, -1.864], [-0.162, 2.569, -2.968], [-0.842, 3.398, -3.601], [-0.254, 1.285, -3.121], [-1.358, 0.754, -3.865], [-0.125, 4.608, -1.376], [1.424, 4.801, -1.965], [1.284, 3.980, -0.386], [-1.390, 1.141, -4.884], [-2.334, 0.931, -3.412], [-1.223, -0.322, -3.971], [3.654, -1.953, 1.835], [4.118, -1.415, 0.692], [5.495, -1.071, 0.550], [6.402, -1.391, 1.584], [5.890, -2.031, 2.702], [4.472, -2.189, 2.886], [7.873, -1.017, 1.527], [8.641, -1.482, 2.371], [8.108, -0.127, 0.680], [2.583, -2.065, 1.920], [3.443, -1.173, -0.116], [5.831, -0.637, -0.380], [6.460, -2.374, 3.552], [4.039, -2.738, 3.709], [3.951, 8.953, 3.535], [4.641, 7.786, 3.238], [3.959, 6.750, 2.680], [2.565, 6.881, 2.441], [1.856, 8.058, 2.777], [2.573, 9.102, 3.384], [1.841, 5.788, 1.670], [0.864, 6.061, 1.036], [2.306, 4.666, 1.783], [4.587, 9.768, 3.847], [5.697, 7.784, 3.465], [4.423, 5.860, 2.283], [0.790, 8.186, 2.666], [1.992, 9.983, 3.614], [4.898, 2.640, -1.559], [4.409, 1.890, -0.495], [4.867, 2.191, 0.782], [5.624, 3.366, 1.056], [6.073, 4.141, 0.019], [5.740, 3.708, -1.305], [5.963, 3.697, 2.454], [6.676, 4.624, 2.628], [5.477, 3.015, 3.359], [4.750, 2.409, -2.604], [3.760, 1.047, -0.683], [4.581, 1.608, 1.645], [6.766, 4.955, 0.179], [6.091, 4.232, -2.181], [-8.498, -2.633, -5.696], [-7.160, -2.401, -5.997], [-6.301, -2.032, -4.982], [-6.865, -1.870, -3.712], [-8.206, -2.121, -3.439], [-8.988, -2.562, -4.440], [-6.033, -1.363, -2.563], [-6.611, -1.187, -1.513], [-4.871, -0.976, -2.735], [-9.085, -3.199, -6.404], [-6.694, -2.607, -6.949], [-5.279, -1.780, -5.223], [-8.597, -2.263, -2.442], [-9.950, -2.981, -4.185], [-7.003, -4.703, -1.116], [-7.114, -4.113, 0.267], [-8.088, -3.092, 0.646], [-7.298, -5.343, 1.333], [-6.749, -6.652, 1.091], [-7.357, -7.667, 2.140], [-5.435, -3.576, 0.826], [-5.670, -6.536, 1.189], [-7.013, -6.884, 0.060], [-7.124, -7.300, 3.140], [-6.876, -8.640, 2.047], [-8.416, -7.773, 1.905], [-5.078, -2.717, 0.257], [-4.828, -4.477, 0.747], [-5.668, -3.303, 1.855], [0.805, 4.494, 6.841], [1.533, 5.338, 5.879], [2.998, 5.155, 5.600], [0.667, 5.551, 4.509], [-0.651, 5.013, 4.390], [-0.800, 4.001, 3.281], [1.442, 6.995, 6.626], [-1.365, 5.813, 4.197], [-1.034, 4.641, 5.340], [-1.778, 3.532, 3.389], [-0.066, 3.204, 3.399], [-0.736, 4.411, 2.273], [0.388, 7.161, 6.847], [1.941, 7.748, 6.016], [2.086, 6.951, 7.504], [-0.270, -6.614, -3.799], [-0.159, -5.995, -2.511], [1.048, -5.297, -2.129], [-1.497, -4.975, -2.355], [-2.849, -5.483, -2.473], [-3.955, -4.536, -3.041], [-0.617, -7.208, -1.235], [-3.106, -5.953, -1.524], [-2.781, -6.385, -3.082], [-4.903, -5.072, -3.080], [-3.737, -4.077, -4.005], [-4.051, -3.618, -2.460], [-1.583, -7.637, -1.504], [-0.639, -6.890, -0.193], [0.109, -7.993, -1.445]], "multiplicity": 2, "homo_ev": [-1.5, -5.4], "gap_ev": [2.4, 6.2], "total_energy_ev": -136245.50781, "s2": 0.76, "total_charge": -1}



{"formula": "C42H63CoF6N2P3Si", "method": "wB97M-V/def2-TZVPD", "species": ["Co", "C", "Si", "C", "C", "C", "C", "C", "C", "P", "C", "C", "C", "C", "C", "C", "C", "C", "C", "C", "C", "C", "C", "C", "C", "C", "C", "C", "P", "C", "C", "C", "C", "C", "C", "C", "C", "C", "C", "C", "C", "H", "H", "H", "H", "H", "H", "H", "H", "H", "H", "H", "H", "H", "H", "H", "H", "H", "H", "H", "H", "H", "H", "H", "H", "H", "H", "H", "H", "H", "H", "H", "H", "H", "H", "H", "H", "H", "H", "H", "H", "H", "H", "H", "H", "H", "H", "H", "H", "H", "H", "H", "H", "H", "H", "H", "F", "P", "F", "F", "F", "F", "F", "C", "C", "C", "C", "N", "N", "C", "H", "H", "H", "H", "H", "H", "H", "H"], "coordinates": [[1.092, -0.172, -0.147], [2.346, -0.698, 3.493], [1.043, -0.069, 2.344], [1.055, 1.827, 2.378], [1.688, 2.424, 3.477], [1.826, 3.802, 3.575], [1.339, 4.620, 2.568], [0.707, 4.058, 1.471], [0.574, 2.675, 1.353], [-0.297, 1.875, -0.025], [-2.074, 2.208, 0.276], [-2.469, 3.673, 0.496], [-4.002, 3.778, 0.366], [-4.713, 2.536, 0.938], [-3.879, 1.926, 2.059], [-2.526, 1.416, 1.523], [0.198, 2.703, -1.642], [-0.291, 4.109, -2.022], [0.367, 4.694, -3.282], [-0.008, 4.010, -4.606], [0.855, 2.867, -4.998], [-0.103, 1.720, -2.733], [-0.608, -0.891, 2.691], [-1.164, -0.649, 3.953], [-2.363, -1.233, 4.329], [-3.017, -2.085, 3.447], [-2.470, -2.349, 2.201], [-1.266, -1.761, 1.803], [-0.546, -2.070, 0.149], [-1.951, -2.493, -0.961], [-1.449, -3.079, -2.302], [-2.399, -2.756, -3.464], [-3.849, -2.855, -2.998], [-4.153, -1.757, -1.960], [-2.893, -1.312, -1.198], [0.414, -3.640, 0.192], [-0.290, -4.847, 0.843], [-0.132, -4.969, 2.367], [1.295, -4.638, 2.857], [2.288, -4.530, 1.703], [1.845, -3.420, 0.752], [2.031, -0.553, 4.533], [3.293, -0.174, 3.336], [2.513, -1.768, 3.353], [2.079, 1.807, 4.278], [2.313, 4.235, 4.440], [1.444, 5.695, 2.640], [0.320, 4.716, 0.707], [-2.589, 1.830, -0.619], [-1.994, 4.365, -0.193], [-2.154, 3.964, 1.501], [-4.271, 3.909, -0.685], [-4.335, 4.675, 0.889], [-4.868, 1.788, 0.154], [-5.703, 2.807, 1.301], [-4.410, 1.103, 2.539], [-3.714, 2.680, 2.832], [-2.587, 0.360, 1.286], [-1.769, 1.515, 2.305], [1.289, 2.719, -1.545], [-0.083, 4.806, -1.216], [-1.377, 4.093, -2.158], [1.456, 4.706, -3.163], [0.058, 5.737, -3.349], [0.126, 4.717, -5.432], [-1.064, 3.732, -4.623], [1.899, 3.113, -5.154], [0.469, 2.202, -5.761], [0.025, 0.669, -2.515], [-1.015, 1.900, -3.296], [-0.666, 0.022, 4.648], [-2.786, -1.027, 5.305], [-3.950, -2.552, 3.734], [-2.998, -3.029, 1.546], [-2.512, -3.269, -0.438], [-1.347, -4.162, -2.207], [-0.456, -2.699, -2.534], [-2.202, -3.440, -4.289], [-2.201, -1.748, -3.842], [-4.014, -3.844, -2.561], [-4.534, -2.774, -3.841], [-4.895, -2.117, -1.244], [-4.594, -0.888, -2.452], [-3.187, -0.865, -0.253], [-2.355, -0.542, -1.768], [0.504, -3.856, -0.874], [0.141, -5.737, 0.380], [-1.349, -4.869, 0.575], [-0.391, -5.993, 2.639], [-0.850, -4.331, 2.879], [1.630, -5.382, 3.579], [1.283, -3.679, 3.386], [2.362, -5.478, 1.164], [3.290, -4.314, 2.084], [2.536, -3.316, -0.090], [1.869, -2.484, 1.332], [1.650, -0.607, -1.925], [1.548, -1.789, -3.837], [2.446, -0.629, -4.346], [1.460, -2.685, -5.111], [0.175, -0.984, -4.186], [1.023, 1.903, -3.781], [2.728, -2.608, -3.154], [6.419, -1.677, 0.537], [5.372, -0.636, 0.318], [5.459, 0.711, 0.050], [4.136, 1.167, -0.065], [3.281, 0.164, 0.126], [4.058, -0.918, 0.368], [3.688, 2.559, -0.367], [7.407, -1.229, 0.473], [6.353, -2.464, -0.215], [6.318, -2.137, 1.522], [6.360, 1.293, -0.056], [3.637, -1.825, 0.483], [4.461, 3.271, -0.083], [2.781, 2.811, 0.180], [3.513, 2.682, -1.440]], "multiplicity": 6, "de_lowest_kj_mol": 217.0, "homo_ev": [-12.0, -14.0], "gap_ev": [7.0, 7.0], "total_energy_ev": -137221.61478, "s2": 8.76, "total_charge": 2}